# 1
{
  "formula": "C22H27N3O5S2",
  "method": "ωB97M-V with the def2-TZVPD basis set",
  "homo_lumo_gap_ev": 7.66,
  "multiplicity": 1,
  "energy_ha": -2190.5171,
  "elements": ["O", "C", "N", "C", "C", "C", "C", "C", "C", "N", "C", "H", "C", "H", "O", "C", "H", "C", "H", "H", "H", "H", "H", "H", "H", "S", "O", "O", "N", "C", "H", "C", "H", "O", "C", "H", "C", "H", "H", "H", "H", "H", "H", "H", "C", "C", "C", "C", "S", "C", "H", "H", "C", "H", "H", "C", "H", "H", "H"],
  "xyz": [[-0.50083, -1.99134, 0.21412], [-1.22856, -1.15592, -0.14547], [-0.91606, 0.24822, -0.45244], [0.25210, 0.69141, -0.50795], [1.33653, -0.18983, -1.00833], [2.48306, 0.52704, -0.89737], [2.58515, 1.83912, -0.54349], [1.54301, 2.73002, -0.47032], [0.26701, 2.12696, -0.29534], [-0.80495, 2.75389, 0.14783], [-0.95039, 4.42857, -0.06907], [-0.58366, 4.53535, -1.17743], [-2.33992, 4.47529, -0.15302], [-2.43329, 5.82402, -0.13507], [-2.95444, 4.34609, 1.07996], [-2.93380, 2.95255, 1.61285], [-3.26572, 2.68428, 2.52904], [-1.44782, 2.44990, 1.54838], [-1.25738, 1.54150, 1.60699], [-0.88015, 3.08134, 2.37151], [-3.49624, 2.41266, 0.65639], [-3.03187, 4.23705, -0.68571], [-0.33939, 4.91270, 0.72840], [1.60829, 3.81566, 0.01585], [3.64483, 2.58804, -1.05928], [4.07220, -0.31505, -1.37394], [3.62095, -1.69008, -2.11048], [5.01430, 0.69756, -1.95921], [4.44386, -0.79156, 0.29469], [3.80553, -1.88300, 0.84698], [2.72116, -1.48864, 0.68158], [4.18637, -2.02551, 2.10490], [3.76979, -2.82748, 2.70814], [5.58306, -2.34519, 2.30761], [6.29495, -1.23150, 1.73756], [7.42477, -1.21993, 1.87442], [5.97794, -1.00001, 0.08929], [6.45818, -0.13713, 0.07321], [6.19769, -1.87883, -0.26954], [6.00635, -0.09512, 2.35908], [4.02382, -1.16797, 2.94814], [3.80661, -2.70568, 0.46346], [1.12542, -1.10049, -1.07024], [-1.87869, 0.68194, -0.51238], [-2.92037, -1.38465, -0.23592], [-3.20955, -2.74913, 0.04239], [-4.68325, -2.77168, 0.02136], [-5.13845, -1.56967, -0.25563], [-4.01874, -0.14661, -0.57552], [-6.88356, -1.32916, -0.35255], [-7.03083, -1.25430, -1.49691], [-7.18184, -0.52851, 0.09858], [-6.94597, -2.71445, 0.08056], [-7.35231, -2.73953, 1.32379], [-7.85798, -3.28575, -0.23395], [-5.82754, -3.56693, 0.30517], [-5.91396, -4.36276, -0.86040], [-5.84257, -4.29945, 1.02289], [-2.73101, -3.45177, 0.27962]],
  "atomic_forces_ev_per_a": [[1.8, -1.8, 0.5], [-4.8, 4.1, -1.2], [-9.8, -7.5, 1.2], [5.5, 3.3, -2.1], [-1.1, 10.5, 3.3], [2.9, -1.4, -1.6], [4.4, 4.9, -3.7], [-2.0, 1.0, 3.4], [4.9, -2.1, -0.4], [-4.1, 4.5, 2.0], [4.4, -5.7, -3.3], [0.0, 0.2, 2.3], [3.4, 10.4, 8.5], [-0.1, -3.2, -0.8], [-0.9, -1.9, 5.0], [2.4, -0.4, -8.6], [-1.9, 0.4, 2.9], [0.2, 10.1, -1.5], [1.0, -8.5, 1.5], [-0.7, -1.3, -1.5], [1.0, 0.5, 2.9], [-6.4, -3.7, -8.4], [-1.1, 0.0, -0.8], [0.4, -2.3, -1.8], [-2.7, -3.0, 2.2], [-3.2, -3.0, -1.4], [2.2, 5.4, 2.4], [-1.9, -3.1, 1.8], [5.5, 3.4, -5.5], [-6.3, 9.2, -2.3], [1.0, -1.3, 1.2], [2.1, 0.2, 12.6], [-0.8, -0.5, -0.8], [1.2, 2.0, -1.8], [0.7, 2.8, 0.4], [-1.4, -1.0, 0.0], [-4.7, 0.3, 9.3], [2.1, 3.7, -1.8], [1.5, -4.2, -3.0], [0.3, -3.3, -1.9], [0.0, -1.0, -2.6], [0.7, -9.3, -5.6], [-1.0, -7.6, -1.2], [2.5, 0.7, -0.1], [7.3, -3.3, 1.0], [-9.8, 13.3, -3.8], [2.9, 1.2, 0.6], [-4.2, 6.2, -1.4], [-1.6, -3.3, 0.6], [7.6, -5.0, -6.1], [-0.1, 0.1, 1.7], [-2.0, 4.2, 3.2], [-8.5, -1.5, 6.7], [0.7, 0.9, -2.8], [0.9, 0.5, -0.4], [1.2, -4.2, -7.2], [0.6, 1.5, 3.1], [0.0, -1.3, 1.9], [7.8, -9.7, 3.2]],
  "nbo_charge": [-0.56, 0.72, -0.67, 0.22, -0.20, -0.28, -0.23, -0.22, 0.11, -0.49, -0.24, 0.24, -0.03, 0.16, -0.55, -0.06, 0.20, -0.20, 0.18, 0.18, 0.15, 0.19, 0.24, 0.22, 0.24, 2.09, -0.91, -0.86, -0.58, -0.31, 0.24, -0.07, 0.22, -0.53, -0.07, 0.20, -0.28, 0.23, 0.20, 0.15, 0.17, 0.20, 0.23, 0.42, -0.31, -0.14, -0.15, -0.09, 0.38, -0.36, 0.20, 0.21, -0.40, 0.18, 0.23, -0.33, 0.12, 0.24, 0.18]
}

***

# 2
{
  "formula": "C22H27N5O3",
  "method": "ωB97M-V with the def2-TZVPD basis set",
  "homo_lumo_gap_ev": 9.34,
  "smiles": "CC(=O)N[C@H](Cc1ccc(C)cc1)C(=O)NC1CCN(C(=O)c2cnccn2)CC1",
  "multiplicity": 1,
  "energy_ha": -1354.1121,
  "elements": ["C", "C", "O", "N", "C", "C", "C", "C", "C", "C", "C", "C", "C", "C", "O", "N", "C", "C", "C", "N", "C", "O", "C", "C", "N", "C", "C", "N", "C", "C", "H", "H", "H", "H", "H", "H", "H", "H", "H", "H", "H", "H", "H", "H", "H", "H", "H", "H", "H", "H", "H", "H", "H", "H", "H", "H", "H"],
  "xyz": [[-3.99957, -2.22706, -2.25636], [-3.10389, -2.45143, -1.06085], [-2.49783, -3.49290, -0.86187], [-3.02211, -1.39620, -0.23186], [-2.34331, -1.40857, 1.05047], [-2.97098, -0.37036, 1.99796], [-3.35556, 0.90159, 1.29227], [-4.66567, 1.10594, 0.87280], [-5.02302, 2.26208, 0.20057], [-4.08041, 3.24316, -0.07367], [-4.46353, 4.50786, -0.77979], [-2.77035, 3.03527, 0.34463], [-2.41042, 1.88336, 1.01733], [-0.81603, -1.19636, 0.89703], [-0.21864, -0.29004, 1.44124], [-0.25292, -2.14480, 0.13468], [1.17181, -2.24054, -0.13787], [1.97145, -2.50466, 1.14255], [3.45863, -2.60748, 0.81298], [3.91507, -1.40301, 0.14893], [4.80375, -0.61141, 0.78042], [5.28158, -0.89813, 1.86784], [5.24304, 0.66718, 0.13108], [5.54430, 1.75331, 0.95897], [6.02167, 2.88631, 0.47818], [6.21890, 2.95326, -0.83055], [5.92075, 1.88199, -1.66088], [5.43587, 0.74659, -1.18265], [3.20795, -1.12070, -1.07647], [1.71017, -0.97006, -0.80324], [-5.01833, -2.03347, -1.92776], [-3.98793, -3.11194, -2.88571], [-3.65024, -1.37081, -2.82916], [-3.49874, -0.53470, -0.46151], [-2.46384, -2.41524, 1.47459], [-3.85548, -0.80650, 2.46548], [-2.23431, -0.15103, 2.77190], [-5.41910, 0.35863, 1.08448], [-6.04844, 2.40284, -0.11136], [-4.57570, 5.31716, -0.05777], [-5.40729, 4.39073, -1.30714], [-3.69431, 4.80133, -1.49135], [-2.02435, 3.79045, 0.14222], [-1.38981, 1.73152, 1.33243], [-0.85853, -2.88051, -0.22091], [1.29855, -3.08593, -0.82362], [1.63259, -3.42866, 1.61288], [1.80486, -1.67990, 1.83607], [4.04827, -2.72817, 1.72302], [3.63822, -3.46217, 0.15045], [5.39465, 1.69220, 2.02721], [6.62418, 3.88087, -1.21009], [6.07301, 1.91939, -2.73103], [3.60909, -0.22042, -1.53724], [3.37163, -1.95877, -1.76546], [1.18196, -0.78492, -1.73993], [1.53870, -0.12614, -0.13455]],
  "atomic_forces_ev_per_a": [[0.1, -0.2, 0.0], [-0.2, 0.3, -0.2], [0.0, -0.4, 0.0], [0.0, 0.3, 0.2], [0.2, -0.1, 0.3], [0.1, -0.1, -0.1], [-0.1, 0.0, 0.2], [0.1, 0.0, 0.1], [0.0, 0.1, -0.1], [0.0, 0.0, 0.0], [0.0, 0.0, 0.1], [-0.1, 0.0, 0.0], [0.0, 0.1, 0.0], [-0.6, -0.4, -0.1], [0.3, 0.4, 0.3], [0.2, -0.4, -0.3], [0.1, 0.4, 0.3], [0.1, -0.1, -0.3], [0.0, -0.2, 0.5], [0.0, -0.2, 0.0], [0.0, -0.2, 0.0], [0.1, 0.2, 0.2], [0.3, 0.5, -0.1], [-0.1, -0.3, 0.0], [0.1, 0.3, 0.1], [0.0, -0.1, -0.2], [0.1, 0.2, 0.0], [0.0, -0.2, 0.2], [-0.4, 0.4, -0.4], [0.2, -0.3, -0.1], [-0.1, 0.0, 0.0], [0.0, 0.0, 0.0], [0.0, 0.1, -0.1], [0.0, -0.1, -0.1], [0.0, 0.2, -0.1], [0.0, 0.0, 0.0], [-0.1, -0.1, 0.0], [-0.1, -0.1, 0.0], [-0.1, 0.0, 0.0], [0.0, 0.1, 0.0], [0.0, 0.0, -0.1], [0.0, 0.1, -0.1], [0.1, 0.1, 0.0], [0.1, 0.0, 0.0], [0.0, 0.1, 0.1], [0.0, 0.1, 0.0], [0.0, 0.0, 0.0], [0.0, 0.0, 0.0], [-0.1, -0.1, -0.2], [0.0, 0.0, 0.0], [0.0, -0.1, 0.1], [0.0, 0.0, -0.1], [0.1, 0.1, -0.1], [-0.2, -0.3, 0.0], [0.1, 0.1, 0.0], [0.0, 0.0, 0.0], [0.0, 0.0, 0.0]],
  "nbo_charge": [-0.71, 0.69, -0.66, -0.62, -0.12, -0.43, -0.05, -0.24, -0.17, -0.03, -0.63, -0.21, -0.19, 0.68, -0.65, -0.63, -0.04, -0.42, -0.23, -0.42, 0.65, -0.62, 0.07, 0.04, -0.38, 0.00, -0.01, -0.39, -0.22, -0.42, 0.23, 0.24, 0.23, 0.42, 0.23, 0.22, 0.25, 0.21, 0.20, 0.22, 0.21, 0.22, 0.21, 0.24, 0.44, 0.20, 0.21, 0.23, 0.25, 0.19, 0.22, 0.20, 0.20, 0.25, 0.18, 0.21, 0.23]
}

***

# 3
{
  "formula": "C22H27N5O4",
  "method": "ωB97M-V with the def2-TZVPD basis set",
  "homo_lumo_gap_ev": 6.97,
  "multiplicity": 1,
  "energy_ha": -1428.5340,
  "elements": ["C", "O", "C", "C", "H", "H", "C", "N", "C", "O", "C", "C", "C", "C", "N", "C", "N", "C", "H", "H", "C", "C", "H", "H", "C", "H", "C", "H", "H", "O", "H", "H", "H", "N", "C", "N", "C", "C", "C", "C", "H", "H", "C", "H", "H", "H", "H", "C", "O", "H", "H", "H", "H", "H", "H", "H", "H", "H"],
  "xyz": [[-2.51414, 0.44897, -2.71134], [-3.45517, -0.13563, -1.91398], [-4.67017, 0.57637, -1.61378], [-5.34678, -0.26671, -0.62949], [-6.23277, 0.23030, -0.65806], [-5.24393, -1.38088, -0.95244], [-4.64056, -0.38776, 0.94231], [-3.34895, -0.54673, 0.69044], [-2.41269, 0.35536, 0.99010], [-2.75818, 1.48144, 1.61648], [-1.13677, -0.17699, 0.74287], [-0.66328, -0.99820, -0.28360], [0.80071, -1.07598, -0.33785], [1.56787, -0.64819, 0.45205], [1.35089, 0.39493, 1.25957], [0.09923, 0.52878, 1.63832], [-0.15452, 1.63307, 2.60208], [0.80526, 2.40289, 3.08954], [0.56855, 2.48038, 4.04287], [1.69351, 1.96918, 2.73419], [0.58073, 3.92105, 2.43782], [-0.76073, 4.31627, 3.12005], [-0.62414, 5.15277, 3.86195], [-1.42810, 3.59421, 3.57832], [-1.48684, 5.23478, 1.58095], [-2.55203, 5.24946, 1.91701], [-0.75373, 4.37606, 0.82921], [-0.97327, 4.72225, -0.32580], [-1.43360, 3.27478, 0.74078], [0.44131, 3.94415, 1.19708], [-1.09892, 6.17491, 1.63047], [1.47456, 4.54657, 2.70893], [-1.26919, 1.83358, 2.51183], [3.07306, -0.80993, 0.35405], [3.40706, -1.72863, -0.55232], [2.28742, -2.50272, -1.47661], [2.91993, -3.18095, -2.48298], [4.19420, -3.75774, -2.29374], [5.14087, -2.97394, -1.65374], [4.69964, -2.23462, -0.74381], [5.37058, -1.52317, 0.14440], [6.22965, -3.41613, -1.63156], [4.81697, -4.62975, -3.50656], [5.54959, -4.06588, -4.13125], [3.92907, -5.03511, -4.20991], [5.19126, -5.25216, -2.94979], [2.15913, -3.66018, -2.83574], [1.06742, -2.05002, -1.20567], [0.24362, -2.74942, -2.23302], [-1.36894, -1.56987, -0.79606], [-3.12033, -1.40366, 0.26054], [-5.35207, -0.99370, 1.35572], [-5.04997, 0.84708, 1.17008], [-4.19623, 1.47801, -0.98696], [-5.12872, 0.78968, -2.33970], [-1.78129, -0.36214, -2.90359], [-1.99568, 1.40420, -2.31732], [-2.91799, 0.70801, -3.71046]],
  "atomic_forces_ev_per_a": [[1.5, 0.9, -1.5], [-0.9, -0.9, 0.1], [11.2, -1.5, 12.2], [2.6, -3.8, 1.3], [-3.7, 0.1, 0.9], [-1.1, 1.9, 0.0], [-6.6, 8.4, -4.7], [2.2, -0.1, 1.7], [-3.7, 2.7, 3.2], [2.0, -4.1, -2.5], [6.6, 1.4, 0.6], [-0.3, 3.8, 4.8], [-13.1, -6.6, -8.2], [14.5, 8.0, 8.6], [-1.9, -0.8, 2.2], [-1.7, 3.8, -0.3], [-7.5, -7.5, -6.1], [1.8, 3.9, -3.9], [0.5, 0.8, 5.0], [1.8, -0.2, 0.5], [1.1, -1.5, 9.6], [0.2, 4.7, -0.8], [0.0, -1.0, -0.5], [0.0, -0.3, -0.6], [-1.8, -0.7, 8.3], [0.8, -0.6, -1.4], [-6.1, -6.4, -9.4], [2.1, -0.8, 2.1], [1.2, 2.9, 0.1], [2.2, 0.3, -7.2], [1.0, 2.9, 0.3], [-0.8, -0.3, 0.6], [3.1, -0.2, 0.5], [-2.4, -2.9, -2.2], [-4.2, -0.4, 0.2], [7.0, 5.2, 5.0], [2.8, -1.2, 4.2], [-1.8, 1.7, -6.6], [4.8, -5.8, -1.2], [1.5, 8.3, 8.0], [-1.4, -2.5, -3.0], [-2.0, 1.4, -0.2], [-6.9, 6.9, -5.1], [-0.6, -0.3, 0.7], [2.2, 0.7, 1.8], [4.5, -7.6, 4.7], [-4.0, -3.2, -4.1], [-2.1, -8.1, -11.3], [2.1, 3.9, 5.5], [-0.3, -0.8, -1.7], [0.7, -0.8, -0.6], [-0.6, -2.3, 1.9], [2.1, -3.8, 0.3], [-1.6, -0.8, -1.5], [-6.7, 3.3, -10.4], [0.0, 0.8, 0.2], [-0.8, -1.4, -0.1], [0.0, 0.1, 0.3]],
  "nbo_charge": [-0.26, -0.57, -0.02, -0.41, 0.20, 0.20, -0.20, -0.57, 0.63, -0.68, -0.17, -0.04, -0.34, 0.42, -0.50, 0.49, -0.62, -0.25, 0.19, 0.24, 0.11, -0.45, 0.21, 0.21, -0.41, 0.25, -0.09, 0.19, 0.16, -0.51, 0.19, 0.16, 0.46, -0.41, 0.38, -0.35, 0.05, -0.03, -0.20, -0.22, 0.24, 0.23, -0.57, 0.22, 0.22, 0.18, 0.23, 0.64, -0.76, 0.25, 0.41, 0.22, 0.23, 0.16, 0.14, 0.21, 0.16, 0.16]
}

***

# 4
{
  "formula": "C22H27N5O5S",
  "method": "ωB97M-V with the def2-TZVPD basis set",
  "homo_lumo_gap_ev": 8.26,
  "smiles": "CCOC(=O)N1CCN(C(=O)CSc2nc3c([nH]c4ccccc43)c(=O)n2CCOC)CC1",
  "multiplicity": 1,
  "energy_ha": -1902.7786,
  "elements": ["C", "C", "O", "C", "O", "N", "C", "C", "N", "C", "O", "C", "S", "C", "N", "C", "C", "N", "C", "C", "C", "C", "C", "C", "C", "O", "N", "C", "C", "O", "C", "C", "C", "H", "H", "H", "H", "H", "H", "H", "H", "H", "H", "H", "H", "H", "H", "H", "H", "H", "H", "H", "H", "H", "H", "H", "H", "H", "H", "H"],
  "xyz": [[0.71752, 5.36373, -0.06264], [0.64063, 4.03475, 0.67469], [0.11084, 3.00012, -0.15301], [0.97834, 2.43462, -1.01647], [2.15194, 2.72282, -1.09923], [0.36509, 1.51431, -1.79506], [1.15178, 0.64495, -2.64098], [0.93876, -0.80409, -2.21176], [-0.46640, -1.14694, -2.33018], [-0.99931, -2.37169, -2.10990], [-2.19235, -2.58284, -2.21186], [-0.06527, -3.56785, -1.95788], [1.23205, -3.53214, -0.68335], [0.44980, -2.55031, 0.54408], [-0.76378, -2.19956, 0.28972], [-1.35923, -1.39123, 1.19539], [-0.70215, -0.96060, 2.34554], [-1.52983, -0.13568, 3.05947], [-2.71838, -0.02831, 2.39305], [-3.86442, 0.68941, 2.71607], [-4.93510, 0.60814, 1.85172], [-4.88602, -0.16957, 0.68989], [-3.75901, -0.88547, 0.35586], [-2.65993, -0.81036, 1.20976], [0.62853, -1.37850, 2.66070], [1.26343, -1.10497, 3.66193], [1.16279, -2.21751, 1.65519], [2.53525, -2.64202, 1.83708], [3.50754, -1.89438, 0.90823], [3.00186, -0.60745, 0.64035], [3.94599, 0.21927, 0.00272], [-1.38078, -0.02964, -2.47826], [-1.00327, 1.10228, -1.53504], [-0.26165, 5.63834, -0.44787], [1.06323, 6.13755, 0.61665], [1.41602, 5.28383, -0.89172], [1.63540, 3.73881, 1.02312], [-0.04779, 4.09191, 1.52041], [2.19892, 0.92620, -2.51705], [0.87256, 0.78691, -3.69018], [1.54141, -1.47210, -2.83548], [1.27861, -0.89081, -1.17282], [0.47241, -3.73570, -2.89362], [-0.70165, -4.42900, -1.75203], [-1.28525, 0.29670, 3.93446], [-3.91188, 1.28486, 3.61544], [-5.83906, 1.15390, 2.07873], [-5.75496, -0.20810, 0.05045], [-3.70879, -1.50239, -0.52790], [2.61625, -3.71844, 1.66758], [2.76855, -2.40748, 2.87909], [3.64256, -2.44264, -0.03714], [4.48658, -1.82695, 1.40398], [4.81375, 0.39290, 0.64901], [3.45371, 1.16605, -0.20947], [4.29120, -0.23367, -0.93531], [-1.37654, 0.32045, -3.51624], [-2.38098, -0.39586, -2.24240], [-1.10443, 0.76801, -0.49590], [-1.67508, 1.95348, -1.67958]],
  "atomic_forces_ev_per_a": [[-0.1, -0.4, 0.0], [0.3, 0.4, 0.2], [-0.1, -0.2, -0.2], [-0.2, -0.1, -0.2], [0.4, 0.3, 0.1], [-0.1, 0.0, 0.1], [0.2, -0.1, -0.1], [0.3, 0.1, 0.0], [0.0, 0.2, -0.2], [0.1, -0.1, -0.5], [-0.3, -0.2, -0.1], [0.0, -0.2, 0.5], [0.4, -0.3, -0.2], [-0.6, -0.1, -0.4], [0.1, -0.3, 0.2], [0.7, 0.3, 1.0], [-0.3, -0.3, -0.7], [0.3, 0.1, 0.4], [-0.2, -0.2, -0.5], [-0.1, 0.1, 0.1], [0.1, 0.1, 0.2], [-0.1, -0.1, -0.2], [-0.1, 0.1, 0.1], [-0.1, 0.2, 0.4], [-0.1, 0.0, 0.0], [0.0, 0.2, 0.2], [-0.2, 0.1, 0.1], [0.5, 0.2, 0.0], [0.1, -0.1, -0.1], [-0.2, -0.2, 0.3], [0.1, 0.1, -0.1], [-0.3, 0.2, 0.1], [-0.4, 0.0, 0.1], [-0.1, 0.1, 0.0], [0.0, 0.1, 0.1], [0.1, 0.0, 0.0], [-0.2, 0.0, 0.0], [0.1, 0.0, -0.1], [-0.1, -0.1, -0.1], [0.1, 0.0, 0.0], [0.0, 0.1, 0.1], [0.0, 0.0, -0.2], [0.0, 0.0, 0.0], [0.0, 0.2, -0.1], [0.0, 0.0, -0.1], [0.0, 0.1, 0.1], [-0.1, 0.0, 0.0], [-0.1, 0.0, -0.1], [0.0, -0.1, -0.1], [0.0, 0.1, 0.1], [0.0, -0.2, -0.2], [0.1, 0.1, 0.1], [-0.1, 0.0, 0.0], [0.0, 0.0, 0.0], [0.1, 0.0, 0.0], [0.0, 0.0, 0.0], [-0.1, 0.0, 0.1], [0.1, 0.2, -0.1], [-0.1, 0.0, -0.1], [0.0, -0.1, 0.0]],
  "nbo_charge": [-0.64, -0.07, -0.52, 0.90, -0.68, -0.45, -0.23, -0.23, -0.46, 0.73, -0.65, -0.61, 0.25, 0.32, -0.51, 0.13, 0.03, -0.52, 0.15, -0.24, -0.19, -0.25, -0.18, -0.07, 0.63, -0.62, -0.42, -0.26, -0.07, -0.55, -0.26, -0.24, -0.22, 0.21, 0.21, 0.23, 0.20, 0.19, 0.25, 0.19, 0.20, 0.22, 0.25, 0.26, 0.43, 0.21, 0.21, 0.21, 0.25, 0.22, 0.26, 0.17, 0.18, 0.17, 0.23, 0.16, 0.19, 0.26, 0.21, 0.22]
}

***

Calculated energy above the lowest of the compared OMol25 structures with the same formula, charge and spin, 2364.79, 8.65, 2193.23, 22.11 kJ/mol (same order as the records).